Run i
Below is one molecule with the formula CH2N2O2, with properties calculated with wB97M-V/def2-TZVPD.

```
! wB97M-V def2-TZVPD RIJCOSX def2/J DEFGRID3
* xyz 0 1
C 0.3531 -0.6076 -0.8742
N 0.0593 0.5445 -0.4448
N -0.2947 0.7946 0.8624
O -0.0319 1.8669 1.3212
O -1.0274 -0.3006 1.3361
H 0.6330 -0.8300 -1.8989
H 0.3085 -1.4677 -0.3019
*
```

## Properties
- SMILES: C=N[N+](=O)[O-]
- Orbital gap: 9.534 eV

---

Run ii
Below is one molecule with the formula CH2N2O2, with properties calculated with wB97M-V/def2-TZVPD.

```
! wB97M-V def2-TZVPD RIJCOSX def2/J DEFGRID3
* xyz 0 1
C 1.1179 0.5084 0.3050
N 0.3349 -0.3320 -0.4263
N -1.1145 -0.4648 -0.3316
O -1.5026 -1.1779 0.5132
O -1.7010 -0.0564 -1.2750
H 2.1828 0.2439 0.1956
H 0.6825 1.2787 1.0191
*
```

## Properties
- SMILES: C=N[N+](=O)[O-]
- Orbital gap: 10.999 eV

---

Verdict on stability: run i comes out at the bottom.

---

Run i
Below is an isolated ion of composition C4H9OS and charge -1, with properties calculated with wB97M-V/def2-TZVPD.

```
! wB97M-V def2-TZVPD RIJCOSX def2/J DEFGRID3
* xyz -1 1
C 0.9830 2.0448 0.7648
O 0.4095 2.9746 1.5262
C 0.0909 0.7588 0.5884
C 0.8859 -0.3708 -0.0485
C 0.1564 -1.7076 -0.1285
S -1.2539 -1.7246 -1.2855
H 1.2299 2.3753 -0.2889
H 1.9919 1.7263 1.1582
H -0.6872 1.1224 -0.0883
H -0.1992 0.5397 1.6160
H 1.8327 -0.4863 0.5012
H 1.2086 -0.0988 -1.0612
H 0.8071 -2.5200 -0.4713
H -0.2305 -1.9845 0.8460
H -2.1318 -1.1099 -0.4851
*
```

## Properties
- SMILES: [O-]CCCCS
- Orbital gap: 5.321 eV

---

Run ii
Below is an isolated ion of composition C4H9OS and charge -1, with properties calculated with wB97M-V/def2-TZVPD.

```
! wB97M-V def2-TZVPD RIJCOSX def2/J DEFGRID3
* xyz -1 1
C 1.1466 -0.2299 1.7857
O 2.1789 -1.0313 2.0508
C 0.7064 -0.1406 0.2832
C -0.6530 0.4986 -0.0276
C -1.3474 -0.1324 -1.2019
S -0.4154 -0.3772 -2.7543
H 1.2712 0.8448 2.0410
H 0.1464 -0.4732 2.2255
H 1.6000 0.3242 -0.2137
H 0.8623 -1.0977 -0.2415
H -1.1764 0.3314 0.9315
H -0.6419 1.5960 -0.0119
H -2.2813 0.4321 -1.3918
H -1.8883 -1.0746 -1.0408
H 0.4920 0.5297 -2.4344
*
```

## Properties
- SMILES: [O-]CCCCS
- Orbital gap: 5.485 eV

---

Verdict on stability: run ii comes out at the bottom.

---

Run i
Below is C3H7ClO2 as an isolated structure, with properties calculated with wB97M-V/def2-TZVPD.

```
! wB97M-V def2-TZVPD RIJCOSX def2/J DEFGRID3
* xyz 0 1
C 0.0300 1.3613 -0.7825
C -0.2316 0.3409 0.3111
C 1.2690 -0.8807 0.1255
O 1.0253 -1.9547 0.9378
O 1.3061 -1.2195 -1.2035
Cl 2.8538 -0.1228 0.6630
H -0.9488 1.4245 -1.2959
H 0.8709 1.1155 -1.3256
H 0.0749 2.3023 -0.3567
H -1.0996 -0.2764 0.0915
H -0.1212 0.5049 1.4197
H 1.8448 -2.3677 1.1881
H 2.0851 -1.8437 -1.3397
*
```

## Properties
- Orbital gap: 10.625 eV

---

Run ii
Below is a 2-piece molecular cluster, C3H7ClO2 overall, with properties calculated with wB97M-V/def2-TZVPD.

```
! wB97M-V def2-TZVPD RIJCOSX def2/J DEFGRID3
* xyz 0 1
C 0.7309 1.1064 0.5413
C 0.5632 -1.2202 -0.3990
C 0.1228 0.2379 -0.5697
O -1.1982 0.5550 -0.7705
O -1.9772 0.2363 0.8468
Cl -3.3004 -0.5322 0.5371
H 1.4560 1.7808 0.2484
H -0.1257 1.7320 0.9591
H 1.1925 0.3774 1.2565
H 0.3307 -1.7032 0.5160
H 1.6538 -1.3845 -0.5591
H -0.0744 -1.6941 -1.1539
H 0.6259 0.5083 -1.4529
*
```

## Properties
- Orbital gap (alpha / beta): 8.461 / 8.468 eV

---

Verdict on stability: run ii comes out at the bottom.

---

Run i
Below is a 2-piece molecular cluster, C2H3BrFN overall, with properties calculated with wB97M-V/def2-TZVPD.

```
! wB97M-V def2-TZVPD RIJCOSX def2/J DEFGRID3
* xyz 0 1
C 0.2041 0.2471 -0.3005
C 0.5585 1.5966 0.1108
N -0.2553 1.0553 0.8728
F 1.1623 2.7570 -0.1603
Br -3.3175 -0.1680 0.3553
H -0.5950 0.1362 -1.0379
H 0.7105 -0.6245 0.0907
H -3.1819 1.0664 1.1375
*
```

## Properties
- SMILES: FC1=NC1.Br
- Orbital gap: 11.524 eV

---

Run ii
Below is a 2-piece molecular cluster, C2H3BrFN overall, with properties calculated with wB97M-V/def2-TZVPD.

```
! wB97M-V def2-TZVPD RIJCOSX def2/J DEFGRID3
* xyz 0 1
C 0.7480 -0.5046 0.0400
C -0.6358 -0.0963 0.2008
N 0.3361 0.7837 0.6237
F -0.9996 0.3605 -1.7538
Br -2.3132 -0.5634 0.7660
H 1.0796 -1.1750 0.7109
H 1.3285 -0.5301 -0.8839
H 0.4564 1.7251 0.2962
*
```

## Properties
- Orbital gap (alpha / beta): 10.469 / 10.468 eV

---

Verdict on stability: run ii comes out at the bottom.

---

Run i
Below is a 5-piece molecular cluster, C3H17NO4 overall, with properties calculated with wB97M-V/def2-TZVPD.

```
! wB97M-V def2-TZVPD RIJCOSX def2/J DEFGRID3
* xyz 0 1
C 1.6893 2.2272 1.5029
C 1.7193 1.2893 0.3951
C 2.5181 -0.0584 0.8724
N 0.3866 0.7230 -0.0346
H 2.6869 2.3536 1.9521
H 1.4582 3.2365 1.1965
H 1.0319 2.0538 2.3031
H 2.2338 1.6230 -0.5194
H 1.9128 -0.9694 0.6752
H 3.3465 -0.2090 0.2005
H 2.7596 0.0356 1.9220
H -0.0262 1.2338 -0.8698
H -0.3024 0.9721 0.7179
H -3.1340 -0.1538 2.8141
H -2.6531 0.2097 1.4503
O -2.9048 0.5211 2.2546
H -1.3018 -4.0210 -1.4055
H -0.3683 -2.6302 -1.4973
O -0.6810 -3.3782 -0.9444
H -1.8069 1.0551 -5.8410
H -0.2014 0.5503 -5.9119
O -1.0527 0.6434 -6.5071
H -2.3628 -2.2689 2.5146
H -2.2276 -2.8471 1.1420
O -2.7201 -2.1916 1.6178
*
```

## Properties
- SMILES: CC(C)N.O.O.O.O
- Orbital gap: 9.578 eV

---

Run ii
Below is a 6-piece molecular cluster, C3H17NO4 overall, with properties calculated with wB97M-V/def2-TZVPD.

```
! wB97M-V def2-TZVPD RIJCOSX def2/J DEFGRID3
* xyz 0 1
C -0.2534 -2.4848 -0.9462
C 0.2382 -1.0304 -0.8342
C -0.8561 0.0135 -1.0362
N 1.2063 -0.8790 -1.8993
H 0.4538 -3.2999 -0.8049
H -0.7530 -2.7061 -1.8988
H -1.0115 -2.7684 -0.1994
H 0.7243 -1.0081 0.1556
H -0.1408 0.8961 -1.0645
H -1.6113 -0.2644 -0.3210
H -1.2558 -0.0536 -2.0396
H 1.5720 0.0795 -1.5944
H 2.0118 -1.5083 -1.8704
H 0.8348 2.2154 0.3978
H 1.8467 2.1121 -1.7387
O 1.4285 1.6112 -1.0343
H -1.5293 -0.0345 1.6437
H 1.5547 0.2531 2.3503
O -1.8766 0.8638 1.8656
H 1.5323 -0.2688 2.8741
H -0.8808 -2.0251 2.3444
O -0.6916 -1.4010 1.6342
H 0.3006 3.5282 0.7281
H -1.1422 1.4915 1.8280
O 0.4567 2.6985 1.1800
*
```

## Properties
- Orbital gap: 4.053 eV

---

Verdict on stability: run ii comes out at the bottom.

---

Run i
Below is a 5-piece molecular cluster, C3H17NO4 overall, with properties calculated with wB97M-V/def2-TZVPD.

```
! wB97M-V def2-TZVPD RIJCOSX def2/J DEFGRID3
* xyz 0 1
C -0.1656 3.9492 -1.4354
N -0.0341 3.2925 -0.0423
C 1.3086 3.0637 0.5211
C -1.2062 3.6034 0.8915
H -0.5029 3.3695 -2.2153
H 0.8650 4.5395 -1.8028
H -0.8076 4.7851 -1.3125
H 1.0999 2.8998 1.5245
H 1.9035 2.1731 -0.0232
H 2.1902 3.7004 0.5245
H -1.3707 4.7249 1.1612
H -0.8660 3.0299 1.7741
H -1.9554 2.8760 0.4537
H -1.0884 -4.5037 0.9971
H -1.1375 -3.0069 1.6594
O -1.4410 -3.9539 1.6998
H -3.5891 -4.9486 -1.2885
H -3.2792 -4.1698 0.0368
O -2.8842 -4.4687 -0.8374
H 3.2098 1.0067 -1.6995
H 4.3223 1.9465 -1.0071
O 3.3312 1.7843 -1.0635
H 0.0549 -5.5593 0.2918
H 1.2080 -4.5519 0.9618
O 1.0392 -5.2437 0.2507
*
```

## Properties
- SMILES: CN(C)C.O.O.O.O
- Orbital gap: 8.014 eV

---

Run ii
Below is a 5-piece molecular cluster, C3H17NO4 overall, with properties calculated with wB97M-V/def2-TZVPD.

```
! wB97M-V def2-TZVPD RIJCOSX def2/J DEFGRID3
* xyz 0 1
C 0.2397 2.0350 -0.9621
C -0.9183 1.0746 -1.0381
N -0.4407 -0.1327 -1.6839
C -1.4778 -1.1245 -2.0657
H -0.0448 2.9672 -0.4401
H 0.5488 2.1405 -2.0966
H 1.1227 1.7770 -0.3722
H -1.7113 1.4016 -1.8855
H -1.6016 1.1030 -0.2347
H 0.2608 -0.5742 -1.1577
H -1.0129 -1.9686 -2.5233
H -2.2535 -1.3991 -1.3007
H -1.8944 -0.7322 -2.9302
H 1.7449 0.2839 2.3927
H 2.2687 1.0151 1.0974
O 2.4581 0.2303 1.7033
H 2.1390 -2.3929 0.0077
H 1.8461 -1.0161 0.6805
O 1.3527 -1.7683 0.2754
H -1.4753 -0.9168 1.1493
H -0.0047 -1.5253 1.0292
O -0.8480 -1.4494 1.5730
H -0.0483 0.5551 3.6958
H -0.2956 -0.2246 2.3496
O 0.0458 0.6415 2.7367
*
```

## Properties
- SMILES: CCNC.O.O.O.O
- Orbital gap: 9.357 eV

---

Run iii
Below is a 6-piece molecular cluster, C3H17NO4 overall, with properties calculated with wB97M-V/def2-TZVPD.

```
! wB97M-V def2-TZVPD RIJCOSX def2/J DEFGRID3
* xyz 0 1
C 2.5603 0.0885 -1.3442
C 1.1742 0.2576 -0.7398
C 1.2245 0.9739 0.6240
N 0.3032 0.9348 -1.7107
H 3.2107 -0.4456 -0.6402
H 2.4772 -0.4762 -2.2756
H 3.0369 1.0410 -1.5725
H 0.7007 -0.7153 -0.5941
H 0.2102 1.1950 0.9470
H 1.6451 0.3040 1.3860
H 1.8267 1.8760 0.5640
H 0.3743 1.9471 -1.6177
H -0.6603 0.7028 -1.4417
H -2.3546 0.9319 0.4045
H -3.2934 1.4771 -0.7802
O -2.3637 1.2901 -0.5991
H -1.2434 -2.2315 2.1991
H -1.3721 -0.9261 -0.2682
O -0.6730 -1.5033 1.9217
H -0.4188 -1.8889 0.5881
H -0.1857 -2.7950 -0.8363
O 0.2598 -2.5726 -0.0050
H -2.9931 0.6699 2.1982
H -1.3150 -0.7242 1.8198
O -2.1306 0.5890 1.7729
*
```

## Properties
- Orbital gap: 4.613 eV

---

Verdict on stability: run iii comes out at the bottom.

---

Run i
Below is C4H10NO as an isolated structure, with properties calculated with wB97M-V/def2-TZVPD.

```
! wB97M-V def2-TZVPD RIJCOSX def2/J DEFGRID3
* xyz -1 1
C 0.0358 -1.3377 -1.1216
O -1.1165 -1.8189 -1.2751
C 0.3447 -0.0703 -0.3822
C -0.8063 0.4591 0.4229
C -0.9197 1.9861 0.4332
N 1.5901 0.4998 -0.2973
H 1.7970 -2.5896 1.2395
H 0.9673 -1.7546 -1.5415
H 0.0068 -0.0851 -1.5949
H -1.7372 -0.0133 0.1057
H -0.6341 0.0936 1.4453
H 0.0543 2.4620 0.5217
H -1.6099 2.2829 1.2198
H -1.3342 2.2995 -0.5317
H 1.1311 -2.3020 1.1769
H 2.2306 -0.1117 0.1792
*
```

## Properties
- Orbital gap: 6.900 eV

---

Run ii
Below is an isolated ion of composition C4H10NO and charge -1, with properties calculated with wB97M-V/def2-TZVPD.

```
! wB97M-V def2-TZVPD RIJCOSX def2/J DEFGRID3
* xyz -1 1
C 0.0279 1.1128 -1.7867
N 0.5299 -0.1011 -0.9942
C 0.3955 1.0003 1.1086
C -0.1528 -0.4651 0.3172
C -0.1932 -1.9627 0.9622
O -0.7123 -2.0615 2.2139
H 0.6365 1.9405 -1.2339
H 0.2365 1.2260 -2.9383
H -1.0278 1.1877 -1.4116
H 0.0479 -0.8013 -1.5895
H 0.3197 0.7868 2.1523
H -0.5110 1.6602 0.7641
H 1.4270 1.3984 1.0244
H -1.2300 -0.1205 0.2374
H 0.7894 -2.3873 1.0061
H -0.5832 -2.4133 0.1679
*
```

## Properties
- SMILES: CN[C@H](C)C[O-]
- Orbital gap: 6.215 eV

---

Verdict on stability: run ii comes out at the bottom.

---

Run i
Below is a 2-piece molecular cluster, C4H10NO overall, with properties calculated with wB97M-V/def2-TZVPD.

```
! wB97M-V def2-TZVPD RIJCOSX def2/J DEFGRID3
* xyz -1 1
C -3.6024 0.5008 0.1162
O -4.7441 -0.1639 -0.0280
C -2.3501 -0.2036 -0.4583
C 2.0138 -0.1442 -0.3387
C 3.2600 0.2903 -0.1145
N 4.2150 -0.4615 0.8258
H -3.3354 0.7106 1.2102
H -3.5485 1.5605 -0.2730
H 1.5128 0.1194 -1.2575
H -2.1319 -1.1272 0.0906
H -2.6872 -0.5563 -1.4394
H 1.5624 -0.5641 0.5544
H 3.7638 1.2232 -0.3466
H 3.3400 -0.2164 1.2870
H 4.2232 -1.4433 0.5786
H -1.4916 0.4757 -0.4066
*
```

## Properties
- Orbital gap: 5.127 eV

---

Run ii
Below is an isolated ion of composition C4H10NO and charge -1, with properties calculated with wB97M-V/def2-TZVPD.

```
! wB97M-V def2-TZVPD RIJCOSX def2/J DEFGRID3
* xyz -1 1
C -1.7573 0.9649 -0.3398
N -0.9535 0.0047 0.3747
C 0.6623 -1.3819 -0.9255
C 0.5342 -0.0443 -0.1661
C 1.3190 0.4187 1.0874
O 2.5614 0.8273 0.7942
H -1.4840 0.7632 -1.3740
H -2.8154 0.7925 -0.0708
H -1.7775 1.9914 0.0922
H -0.8016 -0.3216 1.3098
H 1.3832 -1.3171 -1.7404
H -0.2592 -1.8776 -1.2688
H 0.9533 -2.1905 -0.2348
H 0.5075 0.6900 -0.9771
H 1.1002 -0.5335 1.7513
H 0.8273 1.2137 1.6876
*
```

## Properties
- SMILES: CN[C@H](C)C[O-]
- Orbital gap: 6.252 eV

---

Run iii
Below is an isolated ion of composition C4H10NO and charge -1, with properties calculated with wB97M-V/def2-TZVPD.

```
! wB97M-V def2-TZVPD RIJCOSX def2/J DEFGRID3
* xyz -1 1
C -0.7998 0.0219 0.8874
N 0.4689 -0.7543 1.0985
C 1.7621 -0.0350 0.9909
O 2.1498 0.5602 -0.1035
C -1.3971 0.3380 -0.4892
C -0.4457 0.0497 -1.7096
H -0.5919 0.8932 1.5161
H -1.4821 -0.6376 1.4660
H 0.4856 -1.5433 0.4702
H 2.5409 -0.8670 1.2377
H 1.8404 0.6837 1.8946
H -2.2949 -0.2810 -0.7163
H -1.6525 1.3991 -0.6304
H 0.3263 0.8309 -1.7157
H -1.0757 0.2065 -2.5833
H 0.1657 -0.8649 -1.6135
*
```

## Properties
- SMILES: CCCNC[O-]
- Orbital gap: 6.428 eV

---

Run iv
Below is an isolated ion of composition C4H10NO and charge -1, with properties calculated with wB97M-V/def2-TZVPD.

```
! wB97M-V def2-TZVPD RIJCOSX def2/J DEFGRID3
* xyz -1 1
C 2.2603 0.8369 0.3734
N 0.8846 0.5750 0.6089
C 0.2432 -0.6391 0.1089
C -0.8829 -0.3929 -0.8788
C -2.2652 -0.2867 -0.2281
O -3.2592 0.0436 -1.0265
H 2.4837 0.8715 -0.6962
H 2.9710 0.1508 0.8792
H 2.5056 1.8210 0.7905
H 0.3992 0.9312 1.4095
H -0.2076 -1.1407 0.9858
H 0.9624 -1.3764 -0.2551
H -0.7029 0.5509 -1.4120
H -0.9150 -1.1073 -1.7078
H -2.3732 -1.2502 0.3735
H -2.1040 0.4125 0.6749
*
```

## Properties
- SMILES: CNCCC[O-]
- Orbital gap: 5.836 eV

---

Verdict on stability: run i comes out at the bottom.